(1)
{
  "formula": "C4H5N3O",
  "method": "the ωB97M-V functional and the def2-TZVPD basis",
  "elements": ["C", "C", "C", "C", "N", "N", "N", "O", "H", "H", "H", "H", "H"],
  "xyz": [[1.2275, -1.1469, -0.0293], [1.6862, 0.1688, 0.0110], [-0.1199, -1.5412, 0.1188], [1.0175, 1.3316, -0.1470], [-1.2653, -0.8664, 0.1856], [0.6285, 2.4829, 0.0294], [-1.4702, 0.3714, -0.0717], [-2.8083, 0.6783, -0.0418], [2.0879, -1.8233, -0.1262], [2.7554, 0.0372, -0.1421], [-0.3692, -2.4954, 0.4399], [-0.1551, 2.9736, -0.3741], [-3.2150, -0.1707, 0.1473]],
  "e_lumo_ha": [0.0119, -0.0668],
  "multiplicity": 3,
  "e_above_lowest_kj_mol": 243.78,
  "e_tot_ha": -394.683765,
  "fmax_ev_per_a": 3.3
}

(2)
{
  "formula": "C4H5N3O2S",
  "method": "the ωB97M-V functional and the def2-TZVPD basis",
  "elements": ["N", "C", "C", "C", "N", "C", "O", "N", "S", "O", "H", "H", "H", "H", "H"],
  "xyz": [[-0.3700, -1.5253, -0.2727], [-0.2267, -0.1930, -0.2058], [-1.0342, 0.8612, 0.0854], [-0.6238, 2.1840, -0.1863], [0.6033, 2.5139, -0.3495], [1.6269, 1.6263, -0.1663], [2.6993, 2.0021, 0.2325], [1.3185, 0.2767, -0.5522], [2.6097, -0.8429, -0.6268], [2.9031, -1.1675, 0.9939], [-1.2735, -2.0042, -0.2675], [0.4957, -1.9773, -0.2176], [-2.0146, 0.6958, 0.6033], [-1.2668, 3.0636, 0.0501], [3.5787, -0.4756, 1.3074]],
  "e_lumo_ha": 0.0027,
  "multiplicity": 1,
  "e_above_lowest_kj_mol": 118.47,
  "e_tot_ha": -868.309934,
  "fmax_ev_per_a": 3.9
}

(3)
{
  "formula": "C4H5N3O2S",
  "method": "the ωB97M-V functional and the def2-TZVPD basis",
  "elements": ["C", "C", "C", "C", "N", "N", "N", "O", "O", "S", "H", "H", "H", "H", "H"],
  "xyz": [[0.7554, -0.5278, -2.5232], [1.0473, 0.0683, -1.2673], [-0.1245, 0.5348, 0.7207], [-1.3595, -0.1570, 2.3945], [-0.0117, 0.6609, -0.6818], [-1.0179, 0.5972, -1.5223], [2.0550, -0.2015, -0.5923], [0.4417, 1.2935, 1.4565], [-1.1179, -0.2622, 1.0028], [-0.7402, -0.0081, -2.8912], [1.5630, -0.9678, -3.1704], [-2.3446, 0.2592, 2.4833], [-0.5675, 0.6659, 2.7464], [-1.3097, -1.1137, 2.8518], [2.7312, -0.8414, -1.0074]],
  "e_lumo_ha": [0.0262, -0.0628],
  "multiplicity": 3,
  "e_above_lowest_kj_mol": 234.26,
  "e_tot_ha": -868.167452,
  "fmax_ev_per_a": 7.2
}

(4)
{
  "formula": "C4H5N3O3S",
  "method": "the ωB97M-V functional and the def2-TZVPD basis",
  "elements": ["C", "C", "C", "C", "N", "N", "N", "O", "O", "O", "S", "H", "H", "H", "H", "H"],
  "xyz": [[-0.9283, -0.8307, -1.1639], [-0.1316, 1.1325, -0.0232], [1.3932, -0.5999, -0.3322], [1.9445, 0.5024, 0.6075], [-2.0911, -0.6266, -0.8998], [-1.6540, -0.4602, 1.6738], [0.1187, -0.0514, -0.7188], [-3.7528, 0.6012, 0.5822], [-1.2123, 1.5986, 0.0536], [0.9014, 1.4498, 0.7214], [-2.4383, 0.0948, 0.6193], [-0.6613, -1.5108, -1.9671], [2.0282, -0.7390, -1.1487], [1.4186, -1.6630, 0.0458], [2.2132, 0.2234, 1.6479], [2.8519, 0.8790, 0.3023]],
  "e_lumo_ha": -0.0020,
  "multiplicity": 1,
  "e_above_lowest_kj_mol": 306.20,
  "e_tot_ha": -943.452134,
  "fmax_ev_per_a": 5.2
}

(5)
{
  "formula": "C4H5N3O3S",
  "method": "the ωB97M-V functional and the def2-TZVPD basis",
  "elements": ["C", "O", "C", "N", "C", "C", "N", "O", "S", "N", "O", "H", "H", "H", "H", "H"],
  "xyz": [[1.4238, 0.5071, 1.3889], [0.9115, 0.1967, 0.1304], [-0.2433, -0.6816, 0.0732], [-0.5592, -1.1612, -1.2069], [0.0263, -1.1247, -2.3423], [1.2201, -0.4729, -2.7036], [2.2739, -0.1192, -2.9532], [-0.5205, -1.7179, -3.3816], [-1.6452, -3.0196, -3.0763], [-2.8356, -2.0184, -2.6880], [-4.0097, -2.2142, -2.6387], [0.8242, 1.0683, 2.0469], [2.2607, 1.2800, 1.1332], [1.8432, -0.2645, 2.0024], [-0.2631, -1.6682, 0.6655], [-1.1816, 0.0422, 0.4564]],
  "e_lumo_ha": -0.0314,
  "multiplicity": 1,
  "e_above_lowest_kj_mol": 488.76,
  "e_tot_ha": -943.382603,
  "fmax_ev_per_a": 4.5
}

(6)
{
  "formula": "C4H5N3O4",
  "method": "the ωB97M-V functional and the def2-TZVPD basis",
  "elements": ["C", "C", "C", "C", "N", "N", "N", "O", "O", "O", "O", "H", "H", "H", "H", "H"],
  "xyz": [[-2.1692, -0.1378, 0.4849], [1.7113, 1.6637, -0.4836], [-0.7913, -0.2704, 1.1946], [0.0559, -0.7641, 0.1066], [0.7615, 2.1235, -1.0522], [1.2857, -1.4137, 0.2008], [-0.6316, -0.8658, -0.9968], [-3.1691, 0.3095, 0.9734], [2.2885, 1.2771, 0.4340], [-1.9729, -0.1844, -0.8078], [-0.3160, -1.0369, -2.1575], [-0.5473, 0.7457, 1.4315], [-0.7266, -0.9193, 2.0464], [0.6376, 2.3513, -2.0676], [1.5499, -1.5665, 1.1971], [2.0338, -1.3118, -0.5040]],
  "e_lumo_ha": [0.0079, -0.0560],
  "multiplicity": 3,
  "e_above_lowest_kj_mol": 0.00,
  "e_tot_ha": -620.429078,
  "fmax_ev_per_a": 8.7
}

(7)
{
  "formula": "C4H5N3O6",
  "method": "the ωB97M-V functional and the def2-TZVPD basis",
  "elements": ["C", "C", "C", "C", "N", "N", "N", "O", "O", "O", "O", "O", "O", "H", "H", "H", "H", "H"],
  "xyz": [[0.3793, 0.8147, -0.7182], [-0.1423, -0.5741, -0.3810], [0.5603, 1.4644, -1.9377], [-0.4467, -1.3321, 0.9798], [1.4017, 2.6504, -1.8975], [-1.4388, -0.9156, 1.7054], [0.4199, -2.3711, 1.4076], [1.6736, 3.1620, -2.9674], [-1.7979, -1.4460, 2.7756], [0.2908, -2.9534, 2.4746], [1.7493, 3.1020, -0.8146], [-2.1047, 0.2049, 1.2009], [1.3477, -2.5528, 0.6182], [0.8595, 1.1641, 0.1057], [-2.5940, 0.4023, 2.0189], [-0.8971, -0.6986, -1.0598], [0.6213, -1.2931, -0.7376], [0.1182, 1.1721, -2.7728]],
  "e_lumo_ha": -0.0543,
  "multiplicity": 1,
  "e_above_lowest_kj_mol": 469.66,
  "e_tot_ha": -770.732387,
  "fmax_ev_per_a": 7.5
}

(8)
{
  "formula": "C4H5N3OS",
  "method": "the ωB97M-V functional and the def2-TZVPD basis",
  "elements": ["O", "N", "N", "N", "S", "C", "C", "C", "C", "H", "H", "H", "H", "H"],
  "xyz": [[1.6924, 3.4534, -0.4147], [1.9610, 2.4624, 0.3279], [0.7438, -1.6380, -0.7910], [-0.5807, 0.0069, 0.1075], [1.8491, -0.5583, -0.0911], [-0.4261, -1.1940, -0.4483], [0.5447, 0.5412, 0.2663], [-1.5824, -1.9926, -0.5965], [0.7493, 1.7588, 0.9037], [-1.2491, -3.0329, -0.7230], [-2.1728, -1.7767, -1.5800], [-2.3632, -1.9295, 0.2505], [0.9872, 1.4719, 1.9447], [-0.1531, 2.4274, 0.8440]],
  "e_lumo_ha": -0.0350,
  "multiplicity": 1,
  "e_above_lowest_kj_mol": 421.24,
  "e_tot_ha": -793.000750,
  "fmax_ev_per_a": 5.3
}